w) Formula: C3H8O6P2
Source: OMol25
Level of theory: the ωB97M-V functional and the def2-TZVPD basis

Geometry as ORCA input:
```
! wB97M-V def2-TZVPD RIJCOSX def2/J DEFGRID3
* xyz -2 1
C -1.22 -1.80 -0.09
C 1.34 0.71 1.42
C -1.96 -0.92 0.91
O -2.33 0.54 -1.38
O 4.08 -0.81 -0.77
O 1.61 -0.10 -1.30
O -1.97 -1.17 2.15
O -4.37 -0.23 0.02
O 2.66 0.28 1.02
P -3.03 0.42 0.23
P 2.67 -0.62 -0.31
H -0.61 -2.52 0.56
H -1.94 -2.40 -0.77
H -0.54 -1.17 -0.69
H 0.74 0.64 0.55
H 1.60 1.73 1.65
H 0.99 0.06 2.24
H -1.34 0.49 -1.10
H 2.15 -1.83 0.40
*
```

Computed properties:
- HOMO energy (eV) = -0.29



x) Formula: C3H8O6P2
Source: OMol25
Level of theory: the ωB97M-V functional and the def2-TZVPD basis

Geometry as ORCA input:
```
! wB97M-V def2-TZVPD RIJCOSX def2/J DEFGRID3
* xyz -2 1
C -1.82 0.29 0.79
C -1.56 0.82 -0.69
C 0.98 0.15 -1.06
O 0.98 -2.63 -0.67
O 3.25 -1.34 -0.90
O 1.65 -1.14 1.24
O -2.85 -0.63 0.69
O -2.36 0.34 -1.52
O 1.61 1.36 -0.69
P 1.61 2.13 0.70
P 1.87 -1.25 -0.29
H -0.95 -0.31 1.10
H -2.25 0.97 1.45
H -1.09 1.75 -0.79
H 1.04 0.00 -2.22
H -2.92 -0.55 -0.27
H 0.66 -2.86 0.18
H 2.00 0.97 1.67
H 0.15 1.92 1.29
*
```

Computed properties:
- HOMO energy (spin up / spin down) (eV) = 1.08 / 1.08



Order from most stable to least stable according to the calculation: w), x)



w) Formula: C3H8P2
Source: OMol25
Level of theory: the ωB97M-V functional and the def2-TZVPD basis

Geometry as ORCA input:
```
! wB97M-V def2-TZVPD RIJCOSX def2/J DEFGRID3
* xyz 0 1
C 0.80 -1.35 0.02
C -0.17 -1.19 -1.10
C 0.12 1.60 -0.01
P -2.81 -0.29 0.32
P -0.76 -0.02 0.33
H 0.77 -2.19 0.73
H 1.76 -0.93 -0.05
H 0.27 -1.21 -2.06
H -0.90 -1.97 -0.99
H 1.20 1.43 -0.15
H -0.43 2.32 -0.71
H 0.14 2.15 0.89
H -3.14 0.00 1.57
*
```

Computed properties:
- HOMO energy (eV) = -7.37
- SMILES string = CP1(=P)CC1



x) Formula: C3H8P2
Source: OMol25
Level of theory: the ωB97M-V functional and the def2-TZVPD basis

Geometry as ORCA input:
```
! wB97M-V def2-TZVPD RIJCOSX def2/J DEFGRID3
* xyz 0 1
C 4.19 0.35 -0.60
C -1.43 0.13 -1.00
C -1.00 -0.24 0.45
P 0.46 -1.45 0.32
P 2.66 0.01 -0.11
H 4.85 -0.49 -0.79
H -2.06 1.08 -0.88
H -0.46 0.32 -1.51
H -1.95 -0.70 -1.57
H -1.60 -0.89 1.07
H -0.66 0.64 0.81
H 2.28 1.15 0.47
H 0.88 -1.43 1.70
*
```

Computed properties:
- HOMO energy (spin up / spin down) (eV) = -8.04 / -8.04



Order from most stable to least stable according to the calculation: w), x)



w) Formula: C4H4N2OS
Source: OMol25
Level of theory: the ωB97M-V functional and the def2-TZVPD basis

Geometry as ORCA input:
```
! wB97M-V def2-TZVPD RIJCOSX def2/J DEFGRID3
* xyz 0 1
C -0.69 -0.31 0.00
C 0.58 -0.83 0.00
C 1.70 0.01 0.00
C 0.13 1.78 0.00
H -1.78 -2.05 -0.02
H -2.72 -0.56 -0.03
H 0.77 -1.91 0.04
H 0.06 2.89 0.01
N -1.82 -1.06 0.00
N -0.93 1.04 0.00
O 1.40 1.38 -0.01
S 3.29 -0.39 0.00
*
```

Computed properties:
- HOMO energy (eV) = -8.19
- SMILES string = Nc1cc(=S)ocn1



x) Formula: C4H4N2OS
Source: OMol25
Level of theory: the ωB97M-V functional and the def2-TZVPD basis

Geometry as ORCA input:
```
! wB97M-V def2-TZVPD RIJCOSX def2/J DEFGRID3
* xyz 0 1
C 0.57 0.46 -0.48
C -0.45 0.76 -1.65
C -0.46 0.28 0.61
C -0.14 0.20 2.03
H 0.69 -1.87 -0.80
H 1.23 1.33 -0.35
H -0.59 1.86 -1.77
H -0.09 0.32 -2.58
N -1.66 0.10 0.18
N 0.12 0.10 3.15
O -1.70 0.24 -1.18
S 1.63 -0.94 -0.72
*
```

Computed properties:
- HOMO energy (eV) = -10.04
- SMILES string = N#CC1=NOC[C@@H]1S



Order from most stable to least stable according to the calculation: w), x)



w) Formula: C4H4N2OS
Source: OMol25
Level of theory: the ωB97M-V functional and the def2-TZVPD basis

Geometry as ORCA input:
```
! wB97M-V def2-TZVPD RIJCOSX def2/J DEFGRID3
* xyz 0 1
C -0.76 -0.87 0.01
C 1.48 -0.37 0.00
C 1.11 1.04 -0.01
C -0.19 1.40 0.00
H -1.40 -2.62 -0.01
H 1.88 1.76 -0.01
H -0.54 2.45 0.01
H -2.13 0.65 0.02
N 0.45 -1.29 -0.01
N -1.16 0.42 0.00
O -1.79 -1.73 0.00
S 3.07 -0.84 0.00
*
```

Computed properties:
- HOMO energy (eV) = -7.99
- SMILES string = Oc1nc(=S)cc[nH]1



x) Formula: C4H4N2OS
Source: OMol25
Level of theory: the ωB97M-V functional and the def2-TZVPD basis

Geometry as ORCA input:
```
! wB97M-V def2-TZVPD RIJCOSX def2/J DEFGRID3
* xyz 0 1
C -1.93 0.28 0.15
C -0.54 -0.09 -0.09
C 0.28 -1.28 0.16
C 1.56 0.58 -0.10
H -1.17 1.91 0.25
H 0.08 -2.31 -0.03
H 2.47 -1.39 -0.07
H 2.48 1.19 -0.13
N 1.62 -0.76 -0.01
N 0.24 1.03 -0.06
O -2.02 1.54 0.02
S -3.06 -0.72 -0.08
*
```

Computed properties:
- HOMO energy (eV) = -8.49
- SMILES string = OC(=S)c1c[nH]cn1



Order from most stable to least stable according to the calculation: w), x)



w) Formula: C2H11N4
Source: OMol25
Level of theory: the ωB97M-V functional and the def2-TZVPD basis

Geometry as ORCA input:
```
! wB97M-V def2-TZVPD RIJCOSX def2/J DEFGRID3
* xyz 1 1
C -0.25 1.86 -0.01
C -0.66 0.43 -0.01
N 0.05 -0.62 0.03
N -2.71 -1.14 0.05
N -2.28 0.19 -0.21
N 2.69 -0.78 -0.12
H 0.75 1.82 -0.22
H -0.59 2.38 0.92
H -0.67 2.37 -0.74
H 1.20 -0.57 -0.14
H -0.48 -1.51 0.16
H -2.52 -1.81 -0.70
H -3.69 -1.19 0.23
H -2.83 0.85 0.33
H 3.26 -1.17 0.58
H 2.69 -1.21 -1.02
H 2.75 0.22 -0.09
*
```

Computed properties:
- HOMO energy (eV) = -12.74



x) Formula: C2H11N4
Source: OMol25
Level of theory: the ωB97M-V functional and the def2-TZVPD basis

Geometry as ORCA input:
```
! wB97M-V def2-TZVPD RIJCOSX def2/J DEFGRID3
* xyz 1 1
C 0.91 -1.99 0.03
C -0.73 -0.02 0.07
N 2.50 1.11 -0.18
N -0.17 1.10 -0.02
N -1.93 -0.51 0.17
N -2.91 0.53 0.30
H 0.20 -2.61 -0.52
H 1.18 -2.25 1.17
H 1.69 -1.65 -0.52
H 2.74 1.44 -1.10
H 2.94 0.21 0.00
H -0.75 2.04 -0.08
H 0.88 1.23 0.12
H -2.05 -1.47 -0.32
H -3.45 0.73 -0.55
H 2.68 1.76 0.59
H -3.71 0.32 0.83
*
```

Computed properties:
- HOMO energy (spin up / spin down) (eV) = -13.42 / -13.50



Order from most stable to least stable according to the calculation: w), x)



w) Formula: C5H14N4O
Source: OMol25
Level of theory: the ωB97M-V functional and the def2-TZVPD basis

Geometry as ORCA input:
```
! wB97M-V def2-TZVPD RIJCOSX def2/J DEFGRID3
* xyz 0 1
C -1.43 0.58 -1.66
N -1.02 -0.32 -0.59
C 0.55 -0.68 -0.44
C 1.34 -0.75 -1.59
O -1.81 -1.51 -0.65
H -1.35 -2.06 -1.31
H 0.53 -1.63 0.11
H -2.49 0.81 -1.53
H -1.26 0.12 -2.63
H -0.83 1.49 -1.57
H 1.41 0.09 -2.27
H 2.02 -1.58 -1.75
C 0.73 0.43 0.76
N 1.22 1.65 0.18
N 1.61 -0.03 1.83
N -1.26 -0.09 2.17
C -0.72 0.58 1.12
H 1.19 -0.71 2.46
H 2.38 -0.53 1.39
H 1.58 2.26 0.91
H 1.99 1.40 -0.45
H -2.26 -0.02 2.28
H -0.92 -1.02 2.36
H -1.19 1.52 0.89
*
```

Computed properties:
- HOMO energy (eV) = -5.97



x) Formula: C5H14N4O
Source: OMol25
Level of theory: the ωB97M-V functional and the def2-TZVPD basis

Geometry as ORCA input:
```
! wB97M-V def2-TZVPD RIJCOSX def2/J DEFGRID3
* xyz 0 1
C 1.75 -0.10 -0.15
C 1.24 -0.62 -1.34
C 2.22 -1.01 0.94
C -0.18 0.98 0.69
N 0.16 1.29 2.00
O -0.32 1.88 -0.14
H 2.15 0.91 -0.14
H 0.41 0.56 2.64
H 0.57 2.20 2.13
H 1.47 -1.66 -1.58
H 1.27 0.03 -2.21
H -0.14 -0.85 -1.13
H 2.20 -0.53 1.92
H 3.25 -1.33 0.76
H 1.62 -1.92 0.99
N -2.30 -0.40 -1.45
N -2.51 0.98 -1.69
C -1.17 -0.31 0.64
N -1.35 -0.92 -0.63
H -2.84 -1.07 -1.97
H -1.60 1.44 -1.70
H -3.02 1.41 -0.92
H -2.11 0.10 1.01
H -0.76 -1.05 1.32
*
```

Computed properties:
- HOMO energy (spin up / spin down) (eV) = -7.10 / -7.10



Order from most stable to least stable according to the calculation: x), w)